61
Properties=species:S:1:pos:R:3 method="wB97M-V/def2-TZVPD" energy_ha=-1918.21522 e_homo_ha=0.007 total_charge=-2 mol_weight_g_mol=595.39 gap_ev=1.9 multiplicity=1 lumo_energy_ha=0.076
C 3.36 4.59 4.01
C 3.64 2.97 4.31
C 2.32 2.17 4.85
I 1.66 3.27 6.67
N 1.16 2.11 3.88
C 0.28 0.92 4.30
O -0.33 0.66 5.46
C 0.25 -0.03 2.97
C -0.39 -1.51 2.67
C -0.21 -2.20 1.16
C -0.93 -3.69 0.99
C -2.30 -3.47 0.13
C -2.76 -1.89 -0.03
N -3.39 -1.15 1.15
O -2.64 -1.17 -1.17
C 0.61 -1.44 -0.08
C 0.67 -2.25 -1.51
C 2.06 -2.07 -2.36
C 3.41 -2.62 -1.60
C 1.87 -3.01 -3.73
C 1.25 0.04 0.23
N 2.02 0.80 -0.83
C 1.04 0.67 1.72
C 1.47 2.10 2.40
O 1.96 3.03 1.57
H 3.65 4.73 2.86
H 3.97 5.29 4.73
H 2.19 4.80 4.06
H 4.47 2.91 5.14
H 4.07 2.42 3.35
H 2.60 1.06 5.16
H -1.00 -2.05 3.53
H -1.22 -4.10 2.07
H -0.24 -4.44 0.39
H -3.17 -4.03 0.70
H -2.26 -3.91 -0.96
H -2.74 -0.45 1.58
H -4.25 -0.64 0.81
H 0.47 -3.41 -1.41
H -0.21 -1.82 -2.19
H 2.23 -0.97 -2.78
H 3.89 -3.45 -2.30
H 4.21 -1.74 -1.56
H 3.21 -3.02 -0.51
H 1.83 -4.16 -3.47
H 0.80 -2.75 -4.20
H 2.66 -2.73 -4.54
H 3.06 0.63 -0.66
H 1.91 1.83 -0.75
C -4.50 2.83 -4.68
C -4.69 3.12 -3.38
C -3.96 2.17 -2.43
O -3.93 2.29 -1.20
C -3.22 1.02 -3.02
C -3.05 0.72 -4.32
C -3.69 1.73 -5.27
O -3.59 1.70 -6.50
O -2.42 -0.26 -4.83
O -5.38 4.06 -2.87
H -4.98 3.46 -5.42
H -2.79 0.36 -2.28

---

20
Properties=species:S:1:pos:R:3 method="wB97M-V/def2-TZVPD" energy_ha=-439.82343 e_homo_ha=-0.541 total_charge=+1 de_lowest_kcal_mol=32.07 mol_weight_g_mol=122.14 gap_ev=11.6 multiplicity=1 lumo_energy_ha=-0.116
O -1.64 -1.82 -0.21
C -1.41 -0.72 0.18
C -0.09 -0.02 -0.19
C 0.70 0.14 1.18
C 1.43 1.48 1.21
O 1.57 -0.99 1.17
N 0.61 -0.95 -1.12
H -2.03 -0.15 0.88
H -0.32 0.96 -0.67
H -0.06 -0.02 1.94
H 2.33 1.57 1.81
H 1.69 1.75 0.17
H 0.70 2.22 1.55
H 2.18 -0.94 1.90
H 0.80 -0.50 -2.01
H 0.06 -1.82 -1.14
H 1.52 -1.27 -0.75
H -0.96 2.66 -2.53
H -1.90 2.64 -1.28
O -1.35 2.12 -1.84

---

86
Properties=species:S:1:pos:R:3 method="wB97M-V/def2-TZVPD" smiles=OCCO.OCCO.OCCO.OCCO.OCCO.OCCO.OCCO.OCCO.O.O energy_ha=-1994.88452 e_homo_ha=-0.332 total_charge=0 de_lowest_kcal_mol=59.73 mol_weight_g_mol=532.57 gap_ev=9.3 multiplicity=1 lumo_energy_ha=0.010
O 3.56 -4.94 1.19
C 2.60 -4.66 0.21
C 3.12 -4.67 -1.28
O 4.03 -3.68 -1.66
H 3.35 -5.57 1.88
H 1.83 -5.43 0.22
H 2.02 -3.76 0.41
H 2.30 -4.47 -1.97
H 3.47 -5.68 -1.50
H 4.64 -4.05 -2.30
O -1.72 -2.12 -2.36
C -1.04 -2.59 -3.52
C -1.93 -2.81 -4.77
O -2.92 -3.73 -4.33
H -2.62 -2.47 -2.33
H -0.32 -1.79 -3.68
H -0.60 -3.57 -3.40
H -1.62 -3.29 -5.70
H -2.40 -1.85 -4.97
H -3.76 -3.68 -4.79
O -1.03 1.61 -0.19
C -0.62 0.31 0.23
C 0.77 -0.08 -0.22
O 1.83 0.30 0.67
H -0.88 1.58 -1.13
H -0.84 0.18 1.29
H -1.32 -0.39 -0.24
H 1.02 -0.15 -1.28
H 0.94 -1.14 -0.06
H 2.58 -0.28 0.54
O -0.77 1.83 -3.19
C -0.33 2.77 -4.16
C 0.75 2.17 -5.08
O 0.21 0.96 -5.58
H -0.94 1.05 -3.72
H -1.25 2.80 -4.75
H -0.20 3.81 -3.88
H 1.59 2.06 -4.39
H 1.00 2.74 -5.98
H -0.24 1.13 -6.42
O 1.97 1.16 3.53
C 2.38 2.57 3.62
C 3.82 2.78 3.09
O 3.91 2.95 1.65
H 1.98 0.92 2.60
H 1.63 3.30 3.31
H 2.44 2.90 4.66
H 4.45 1.98 3.49
H 4.15 3.74 3.47
H 3.12 3.40 1.34
O -2.27 4.61 2.79
C -2.26 5.07 1.44
C -3.52 4.72 0.40
O -3.50 3.39 -0.12
H -1.69 3.84 2.82
H -2.38 6.15 1.45
H -1.39 4.73 0.88
H -3.48 5.46 -0.39
H -4.41 4.91 1.00
H -3.07 2.86 0.56
O -2.05 -3.01 0.78
C -1.13 -4.07 1.08
C -1.01 -5.11 -0.04
O -0.37 -4.57 -1.15
H -2.89 -3.45 0.66
H -0.11 -3.71 1.14
H -1.42 -4.62 1.98
H -1.97 -5.57 -0.28
H -0.39 -5.91 0.36
H -0.75 -3.72 -1.39
O -3.74 1.57 4.09
C -2.77 1.35 5.11
C -1.39 1.27 4.58
O -1.11 2.24 3.51
H -3.37 2.31 3.61
H -2.79 2.23 5.75
H -3.08 0.62 5.86
H -1.33 0.24 4.23
H -0.62 1.31 5.35
H -0.51 1.89 2.85
O 1.14 3.22 0.48
H 0.50 2.55 0.71
H 0.79 3.63 -0.31
O 4.53 -0.47 0.71
H 5.14 -0.59 -0.01
H 4.57 0.46 0.92